[1]
Formula: C4H5NO
Source: OMol25
Level of theory: wB97M-V/def2-TZVPD

The geometry in ORCA input format:
```
! wB97M-V def2-TZVPD RIJCOSX def2/J DEFGRID3
* xyz 0 1
C 0.341 -0.515 -0.362
H 2.040 0.756 -0.356
H -1.010 -0.939 -1.929
H 0.814 -1.493 -0.489
C 1.214 0.503 0.319
H 0.653 1.419 0.526
N -2.380 0.912 1.266
H 1.640 0.108 1.246
O -0.921 -0.858 0.384
C -0.714 -0.078 -1.312
C -1.678 0.185 0.707
*
```

Results
- Largest force on an atom: 0.9 eV Å⁻¹
- Kohn-Sham gap: 9.1 eV

Charges per atom according to Mulliken partitioning, unit e:
1. C 0.34
2. H 0.35
3. H 0.16
4. H 0.30
5. C -1.20
6. H 0.33
7. N -0.43
8. H 0.32
9. O -0.28
10. C -0.39
11. C 0.49


[2]
Formula: C4H5NO
Source: OMol25
Level of theory: wB97M-V/def2-TZVPD

The geometry in ORCA input format:
```
! wB97M-V def2-TZVPD RIJCOSX def2/J DEFGRID3
* xyz 0 1
C -0.727 -0.362 0.398
C 0.206 -0.424 -0.828
H -1.565 -0.858 0.872
H 0.612 1.749 -1.108
N -0.322 0.986 0.674
H -0.141 -2.344 -0.167
C 0.490 -1.476 0.087
H 1.759 0.923 0.031
H 0.010 1.123 1.623
C 0.742 0.960 -0.367
O -1.063 -0.276 -1.216
*
```

Results
- Largest force on an atom: 1.2 eV Å⁻¹
- Kohn-Sham gap: 9.0 eV

Charges per atom according to Mulliken partitioning, unit e:
1. C 0.02
2. C 0.68
3. H 0.46
4. H 0.26
5. N -0.49
6. H 0.19
7. C -0.80
8. H 0.30
9. H 0.30
10. C -0.54
11. O -0.38


[3]
Formula: C4H5NO
Source: OMol25
Level of theory: wB97M-V/def2-TZVPD

The geometry in ORCA input format:
```
! wB97M-V def2-TZVPD RIJCOSX def2/J DEFGRID3
* xyz 0 1
C 0.898 -0.254 -0.258
H -2.478 0.795 0.099
H 0.896 0.230 -1.242
N 3.051 0.567 0.998
H -0.405 0.311 1.478
H -1.559 0.306 -1.427
O -1.403 -1.049 0.198
H 1.004 -1.334 -0.418
C -0.443 -0.032 0.444
C -1.647 0.240 -0.341
C 2.086 0.219 0.469
*
```

Results
- Largest force on an atom: 0.8 eV Å⁻¹
- SMILES string: N#CC[C@H]1CO1
- Kohn-Sham gap: 11.8 eV

Charges per atom according to Mulliken partitioning, unit e:
1. C -0.44
2. H 0.25
3. H 0.29
4. N -0.38
5. H 0.42
6. H 0.22
7. O -0.42
8. H 0.26
9. C 0.09
10. C -0.45
11. C 0.16


[4]
Formula: C4H5NO
Source: OMol25
Level of theory: wB97M-V/def2-TZVPD

The geometry in ORCA input format:
```
! wB97M-V def2-TZVPD RIJCOSX def2/J DEFGRID3
* xyz 0 1
H -0.873 2.128 0.059
C -0.419 1.199 -0.305
C 0.320 -0.936 0.202
N -0.049 0.996 -1.510
C -0.254 0.156 0.712
C 1.063 -1.462 -0.776
O -0.729 0.439 1.969
H 0.570 -2.231 -1.387
H 1.132 -1.804 0.565
H -0.561 -0.304 2.559
H -0.199 1.818 -2.090
*
```

Results
- Largest force on an atom: 0.5 eV Å⁻¹
- Kohn-Sham gap: 8.0 eV

Charges per atom according to Mulliken partitioning, unit e:
1. H 0.37
2. C -0.18
3. C 0.23
4. N -0.58
5. C 0.32
6. C -0.59
7. O -0.51
8. H 0.20
9. H 0.21
10. H 0.30
11. H 0.24


These records have energy relative to the best compared isomer or geometry (same formula, charge and spin) values of 5.650, 6.524, 1.671, 5.506 eV, in the order they appear.